{"formula": "C6H10O", "method": "the ωB97M-V functional and the def2-TZVPD basis", "e_tot_ha": -309.78731, "charge": 0, "symbols": ["C", "C", "C", "C", "C", "C", "O", "H", "H", "H", "H", "H", "H", "H", "H", "H", "H"], "xyz": [[-1.8064, -0.1917, 1.1385], [-1.5248, 0.8189, 0.0630], [-0.9457, -0.5662, -0.0313], [0.5361, -0.7905, 0.1787], [1.4341, -0.4999, -1.0369], [1.7866, 0.7749, -0.2653], [1.1414, 0.2870, 0.9221], [-1.3056, -0.0405, 2.0915], [-2.8032, -0.6177, 1.2071], [-2.3272, 1.0906, -0.6172], [-0.8520, 1.6286, 0.3306], [-1.3855, -1.2281, -0.7772], [0.7143, -1.7529, 0.6780], [2.2726, -1.1938, -1.1374], [0.9289, -0.3819, -1.9983], [2.8461, 0.9884, -0.0949], [1.2902, 1.6748, -0.6510]], "lowdin_charge": [-0.11, -0.11, -0.25, -0.30, -0.08, -0.18, -0.10, 0.11, 0.10, 0.10, 0.10, 0.14, 0.15, 0.11, 0.11, 0.11, 0.11]}



{"formula": "C6H12O", "method": "the ωB97M-V functional and the def2-TZVPD basis", "e_tot_ha": -311.00618, "charge": 0, "symbols": ["C", "C", "O", "C", "C", "C", "C", "H", "H", "H", "H", "H", "H", "H", "H", "H", "H", "H", "H"], "xyz": [[2.8054, 0.6256, 0.2182], [1.4947, 0.0496, -0.2799], [0.5700, -0.0256, 0.7910], [-0.4421, -0.9488, 0.5367], [-1.7704, -0.7183, 1.1709], [-1.6156, -0.5722, -0.3269], [-1.7073, 0.8048, -0.9376], [3.2288, -0.0044, 1.0057], [2.6630, 1.6279, 0.6327], [3.5316, 0.6911, -0.5995], [1.6648, -0.9537, -0.7032], [1.0772, 0.6632, -1.0916], [-0.0804, -1.9782, 0.4796], [-1.8891, 0.2031, 1.7353], [-2.3123, -1.5724, 1.5666], [-2.0324, -1.3807, -0.9260], [-1.2383, 0.8327, -1.9273], [-2.7505, 1.1235, -1.0458], [-1.1971, 1.5328, -0.2987]], "lowdin_charge": [-0.07, -0.28, -0.11, -0.33, -0.06, -0.27, -0.07, 0.08, 0.08, 0.08, 0.12, 0.11, 0.15, 0.11, 0.10, 0.13, 0.07, 0.08, 0.08]}



{"formula": "C40H84FNO8Si2", "method": "the ωB97M-V functional and the def2-TZVPD basis", "e_tot_ha": -2909.97072, "charge": 0, "symbols": ["C", "C", "O", "C", "O", "C", "C", "C", "Si", "C", "C", "O", "O", "Si", "O", "C", "C", "C", "C", "C", "C", "C", "C", "C", "C", "C", "O", "C", "C", "O", "N", "C", "O", "F", "H", "H", "H", "H", "H", "H", "H", "H", "H", "H", "H", "H", "H", "H", "H", "H", "H", "H", "H", "H", "H", "H", "H", "H", "H", "H", "H", "H", "H", "H", "H", "H", "H", "H", "H", "H", "H", "H", "H", "H", "H", "H", "C", "C", "C", "C", "C", "C", "H", "H", "H", "H", "H", "H", "H", "H", "H", "H", "H", "H", "H", "H", "C", "C", "C", "C", "C", "C", "H", "H", "H", "H", "H", "H", "H", "H", "H", "H", "H", "H", "H", "H", "C", "C", "C", "C", "C", "C", "H", "H", "H", "H", "H", "H", "H", "H", "H", "H", "H", "H", "H", "H"], "xyz": [[3.7495, -1.8162, -0.6271], [4.0667, -0.2918, -1.0968], [3.5747, 0.6964, -0.1308], [2.4652, 1.3394, -0.7474], [1.3321, 0.7896, -0.6186], [2.5300, 2.7285, -1.5462], [3.2865, 2.6338, -2.9607], [2.3462, 3.3528, -4.0947], [1.4634, 2.0794, -5.2036], [0.7249, 0.6170, -4.1670], [0.5750, -0.6254, -5.1603], [1.0309, -1.7495, -4.8504], [0.2839, 2.7351, -6.2877], [-0.8806, 3.7355, -5.4766], [-0.0349, 5.2324, -5.0996], [-2.3846, 4.2333, -6.5405], [-3.7800, 4.2804, -5.7522], [-3.7213, 4.9884, -4.3109], [-3.8023, 3.8338, -3.1931], [-3.1109, 4.1943, -1.7935], [-3.6598, 3.0936, -0.7195], [-2.5390, 2.5997, 0.3154], [-3.1346, 1.2529, 1.0225], [-2.5732, -0.1030, 0.3699], [-3.2628, -0.5325, -1.0189], [-4.8742, -0.4519, -1.0371], [-5.4178, -1.7422, -1.4827], [-5.2787, -1.8940, -2.9155], [2.8559, 1.3134, -6.3388], [4.0661, 1.5693, -6.0564], [2.5081, 0.4885, -7.5252], [3.1277, -0.8311, -7.4993], [2.4645, -1.8080, -7.8897], [4.4710, -1.0751, -7.1006], [2.6777, -1.8532, -0.2351], [4.5175, -2.1677, 0.1378], [3.8220, -2.4574, -1.5737], [5.1978, -0.1137, -1.2151], [3.4933, -0.1597, -2.0843], [3.0711, 3.5283, -0.9100], [1.4428, 3.0961, -1.6178], [4.2608, 3.2273, -2.9073], [3.4999, 1.5756, -3.3240], [1.6607, 4.0595, -3.5213], [3.0501, 3.9867, -4.7585], [-0.3147, 0.8525, -3.7556], [1.4322, 0.3215, -3.3187], [0.0582, -0.4767, -6.1769], [-1.2676, 3.1164, -4.1871], [0.2919, 5.5143, -5.9927], [-2.1350, 5.2290, -7.0708], [-2.4891, 3.4589, -7.3934], [-4.2938, 3.2570, -5.6440], [-4.5035, 4.9102, -6.3986], [-4.6989, 5.5996, -4.2131], [-2.8720, 5.7360, -4.1723], [-4.9272, 3.6676, -2.9802], [-3.4273, 2.8586, -3.6698], [-3.3760, 5.2342, -1.3994], [-1.9794, 4.0343, -1.9355], [-4.6258, 3.4192, -0.2074], [-3.9308, 2.1736, -1.3661], [-1.5331, 2.3434, -0.1538], [-2.4709, 3.3695, 1.1663], [-2.7729, 1.2542, 2.1223], [-4.2818, 1.3009, 1.0867], [-1.4510, 0.0595, 0.1615], [-2.6394, -0.9969, 1.0978], [-3.0026, -1.6387, -1.2219], [-2.8043, 0.0457, -1.9098], [-5.3489, -0.2510, -0.0207], [-5.1598, 0.3190, -1.8367], [-4.8598, -2.9513, -3.1115], [-4.5583, -1.1550, -3.4014], [-6.2949, -1.8532, -3.4332], [1.4867, 0.4381, -7.6464], [-6.7674, -1.8281, 2.3356], [-6.3766, -0.7975, 3.3810], [-4.9371, -0.9567, 3.8653], [-4.6238, -2.2801, 4.5704], [-5.4865, -2.5874, 5.7949], [-5.3227, -1.5692, 6.9163], [-6.7242, -2.8455, 2.7319], [-7.7906, -1.6506, 1.9940], [-6.1048, -1.7665, 1.4680], [-7.0741, -0.8394, 4.2231], [-6.4875, 0.2014, 2.9435], [-4.6968, -0.1229, 4.5337], [-4.2628, -0.8561, 3.0067], [-3.5698, -2.2678, 4.8722], [-4.7206, -3.1046, 3.8556], [-5.2031, -3.5732, 6.1785], [-6.5414, -2.6586, 5.5140], [-4.2811, -1.5156, 7.2441], [-5.9325, -1.8570, 7.7768], [-5.6399, -0.5715, 6.6053], [1.6047, -6.3827, 3.8889], [1.4105, -5.7415, 5.2559], [-0.0475, -5.7293, 5.7173], [-1.0053, -4.9231, 4.8340], [-0.6358, -3.4512, 4.6467], [-0.6415, -2.6602, 5.9484], [1.0778, -5.8324, 3.1056], [2.6657, -6.3962, 3.6259], [1.2438, -7.4149, 3.8878], [1.8189, -4.7263, 5.2478], [2.0006, -6.3020, 5.9896], [-0.0889, -5.3477, 6.7430], [-0.4126, -6.7616, 5.7676], [-2.0097, -4.9848, 5.2692], [-1.0769, -5.3964, 3.8487], [-1.3607, -2.9972, 3.9628], [0.3416, -3.3581, 4.1644], [-1.6250, -2.7019, 6.4245], [-0.4068, -1.6109, 5.7502], [0.1016, -3.0380, 6.6540], [9.9286, -0.8587, 2.6136], [9.0640, 0.3053, 3.0777], [7.5874, 0.1457, 2.7131], [7.2880, 0.0885, 1.2117], [7.7672, 1.2954, 0.4041], [7.1029, 2.6007, 0.8235], [9.9277, -0.9542, 1.5251], [10.9641, -0.7093, 2.9309], [9.5769, -1.8008, 3.0431], [9.4599, 1.2420, 2.6738], [9.1443, 0.3848, 4.1676], [7.0221, 0.9667, 3.1666], [7.2047, -0.7716, 3.1753], [6.2047, -0.0191, 1.0807], [7.7323, -0.8184, 0.7868], [7.5411, 1.1159, -0.6525], [8.8541, 1.3971, 0.4728], [6.0165, 2.5355, 0.7183], [7.4544, 3.4208, 0.1915], [7.3361, 2.8580, 1.8590]], "lowdin_charge": [-0.06, -0.21, -0.09, -0.37, 0.04, -0.08, -0.20, -0.23, 0.58, -0.15, -0.27, 0.01, -0.32, 0.50, -0.22, -0.26, -0.26, -0.22, -0.26, -0.19, -0.21, -0.18, -0.22, -0.20, -0.17, -0.20, -0.25, -0.13, -0.34, 0.02, 0.13, -0.37, 0.09, 0.07, 0.09, 0.07, 0.08, 0.13, 0.10, 0.14, 0.12, 0.12, 0.08, 0.07, 0.10, 0.09, 0.08, 0.13, 0.02, 0.06, 0.10, 0.09, 0.11, 0.11, 0.11, 0.11, 0.12, 0.09, 0.12, 0.10, 0.12, 0.08, 0.10, 0.11, 0.11, 0.10, 0.10, 0.11, 0.12, 0.10, 0.11, 0.11, 0.10, 0.09, 0.09, 0.12, -0.10, -0.27, -0.22, -0.22, -0.27, -0.11, 0.07, 0.07, 0.06, 0.10, 0.10, 0.10, 0.09, 0.09, 0.11, 0.10, 0.10, 0.07, 0.07, 0.07, -0.12, -0.27, -0.23, -0.23, -0.27, -0.11, 0.07, 0.07, 0.08, 0.10, 0.10, 0.10, 0.11, 0.11, 0.10, 0.09, 0.10, 0.06, 0.07, 0.07, -0.12, -0.27, -0.23, -0.23, -0.27, -0.11, 0.07, 0.07, 0.08, 0.10, 0.10, 0.10, 0.11, 0.09, 0.10, 0.10, 0.10, 0.07, 0.07, 0.07]}



{"formula": "CF2O3S", "method": "the ωB97M-V functional and the def2-TZVPD basis", "e_tot_ha": -861.64255, "charge": 0, "symbols": ["C", "O", "O", "O", "F", "F", "S"], "xyz": [[-0.9910, -0.7389, 0.1017], [-2.1071, -0.4600, 0.2878], [1.1107, 1.5947, -1.3227], [2.0288, -0.1536, 0.1090], [-0.4671, -2.0088, -0.0021], [0.3666, 1.5901, 1.2203], [0.9668, 0.7416, -0.1907]], "lowdin_charge": [-0.26, 0.19, -0.27, -0.29, 0.07, -0.28, 0.82]}



{"formula": "C9H14O", "method": "the ωB97M-V functional and the def2-TZVPD basis", "e_tot_ha": -426.55554, "charge": 0, "symbols": ["C", "C", "H", "H", "H", "H", "H", "H", "C", "C", "C", "C", "C", "C", "C", "O", "H", "H", "H", "H", "H", "H", "H", "H"], "xyz": [[-0.2665, 3.1143, -1.0373], [-0.4543, 2.9192, 0.4719], [-1.0913, 3.6547, -1.4959], [0.7068, 3.5895, -1.2359], [-0.0435, 2.1482, -1.5089], [-0.2472, 1.8992, 0.8016], [-1.4496, 3.1759, 0.8213], [0.2722, 3.4798, 1.0674], [0.4370, -1.5528, 2.5613], [-0.8507, -0.7812, -0.9110], [-0.7389, -0.7961, 0.4789], [0.0565, -1.4778, -1.6860], [0.3006, -1.5199, 1.0523], [1.0013, -2.3129, -1.1029], [1.0776, -2.3950, 0.2757], [0.0702, -1.3631, -3.0626], [-1.6687, -0.2247, -1.3468], [-1.3799, -0.2100, 1.1282], [-0.5163, -0.6472, -3.3209], [1.6571, -2.8937, -1.7327], [-0.5076, -1.3329, 3.0709], [1.1806, -0.8403, 2.9339], [1.6662, -3.1100, 0.8436], [0.7885, -2.5233, 2.9341]], "lowdin_charge": [-0.16, -0.16, 0.06, 0.06, 0.05, 0.03, 0.06, 0.06, -0.06, -0.04, -0.06, -0.32, -0.28, -0.01, -0.04, 0.04, 0.11, 0.11, 0.10, 0.12, 0.07, 0.08, 0.11, 0.07]}



{"formula": "C4H13NOP", "method": "the ωB97M-V functional and the def2-TZVPD basis", "e_tot_ha": -631.15048, "charge": 1, "symbols": ["C", "C", "C", "C", "N", "O", "P", "H", "H", "H", "H", "H", "H", "H", "H", "H", "H", "H", "H", "H"], "xyz": [[-0.7355, 0.8863, 1.2027], [0.0484, 1.7606, -0.9062], [-1.1766, -0.2822, -0.9109], [1.0424, -0.1937, 0.1354], [-0.1798, 0.5609, -0.1099], [-0.4286, -3.0586, 1.3810], [0.8634, -3.3413, 0.4344], [-0.0428, 1.3457, 2.0191], [-1.7002, 1.4947, 1.1519], [-1.1698, -0.0260, 1.7276], [-0.8848, 2.2896, -1.1671], [0.7557, 2.4248, -0.3390], [0.6586, 1.5523, -1.8319], [-1.1409, -1.2947, -0.5518], [-2.1171, 0.2670, -0.8894], [-0.8349, -0.1292, -1.8837], [1.7341, 0.1450, 0.8545], [1.5364, -0.3233, -0.9075], [-0.4815, -3.1014, 2.2970], [1.7522, -3.5613, 1.6334]], "lowdin_charge": [-0.06, -0.04, 0.04, -0.01, -0.47, -0.48, 0.87, 0.15, 0.13, 0.12, 0.12, 0.13, 0.13, 0.07, 0.12, 0.08, 0.06, 0.11, 0.01, -0.09]}